Record 1
Molecular formula: C50H47N2OP2SSeW
Method: DFT, ωB97M-V/def2-TZVPD

Output
Expectation value of S²: 2.0513
Highest occupied orbital energy (alpha / beta) (eV): -9.907 / -10.086
Total energy (Ha): -5667.4752
Orbital gap (alpha / beta) (eV): 6.17 / 6.36
Charge: +1
2S+1: 3
Relative energy (zero: lowest compared OMol25 entry of this formula, charge and spin) (eV): 0.799
Largest force on an atom (eV Å⁻¹): 0.8
LUMO energy (alpha / beta) (eV): -3.7337 / -3.7238

Last column: Löwdin spin population.
Positions of all 105 atoms, in Å:
W: 0.82 -0.94 -1.21  1.66
Se: -1.49 -0.65 -1.94  -0.01
S: 1.61 -5.56 -1.96  0.08
P: 0.86 -1.65 1.32  0.02
P: 0.89 1.69 -1.22  0.03
O: 1.52 -2.03 -3.88  0.00
N: 1.32 -0.77 -3.36  0.01
N: 1.01 -2.91 -1.42  0.01
C: 1.42 2.29 -5.31  0.01
C: -1.65 2.74 -1.69  0.00
C: 1.28 1.62 -4.08  0.00
C: 2.11 3.66 0.46  0.00
C: -3.62 -0.25 0.07  0.00
C: -2.63 -0.10 1.18  0.00
C: 0.45 0.33 3.30  0.00
C: 4.73 -0.54 1.03  0.00
C: 2.27 2.64 -0.47  0.00
C: 1.17 4.40 -4.23  0.01
C: -2.88 3.27 -1.34  0.00
C: -5.98 -0.31 -0.55  0.00
C: -1.37 -1.22 4.76  0.00
C: -1.06 0.07 5.18  0.00
C: -3.96 -1.05 -3.67  0.00
C: 3.54 2.40 -0.98  0.00
C: 1.27 -4.05 -1.65  0.05
C: -1.68 -4.70 0.72  0.00
C: -1.02 -5.85 1.14  0.00
C: -4.97 -0.13 0.39  0.00
C: 2.61 -1.42 1.72  0.00
C: -5.61 -0.61 -1.85  0.00
C: 1.51 1.18 2.66  0.00
C: 1.41 0.17 -4.22  0.05
C: -2.21 3.32 0.96  0.00
C: 1.07 2.36 -2.92  0.02
C: 5.20 -0.64 2.33  0.00
C: -0.99 2.76 0.61  0.00
C: -0.79 -1.71 3.60  0.00
C: 0.28 -5.75 1.59  0.00
C: 0.27 -3.38 1.32  0.01
C: -0.68 2.49 -0.72  0.00
C: -0.15 0.82 4.46  0.00
C: -7.42 -0.18 -0.15  0.00
C: -3.16 3.58 -0.02  0.00
C: 3.08 -1.51 3.03  0.00
C: 2.97 -0.91 -0.73  0.01
C: 4.47 4.09 0.45  0.00
C: -3.28 -0.55 -1.25  0.02
C: 0.96 -4.54 1.69  0.00
C: -4.28 -0.73 -2.23  0.00
C: 1.03 3.75 -3.02  0.00
C: 4.38 -1.14 3.34  0.00
C: 4.64 3.11 -0.52  0.00
C: 2.40 -4.58 2.13  0.00
C: -1.03 -3.49 0.80  0.00
C: 0.09 -0.94 2.84  0.00
C: 3.43 -0.94 0.70  0.01
C: 3.20 4.37 0.93  0.00
C: 1.37 3.67 -5.39  0.00
H: -4.88 -1.12 -4.24  0.00
H: -5.24 0.11 1.42  0.00
H: 5.38 -0.16 0.25  0.00
H: -1.50 0.47 6.08  0.00
H: -0.30 2.51 1.40  0.00
H: -8.08 -0.22 -1.02  0.00
H: -1.50 -6.81 1.08  0.00
H: 1.57 1.04 1.58  0.00
H: 1.57 -1.95 -4.85  0.00
H: 5.62 2.91 -0.93  0.00
H: -7.72 -0.99 0.52  0.00
H: 2.55 -4.09 3.09  0.00
H: -4.12 4.01 0.25  0.00
H: 4.74 -1.22 4.35  0.00
H: -3.63 3.45 -2.11  0.00
H: 2.42 -1.85 3.82  0.00
H: 1.34 2.23 2.86  0.00
H: 1.62 -0.14 -5.24  0.00
H: -2.42 3.54 2.00  0.00
H: -1.54 -2.60 0.44  0.00
H: 1.13 5.49 -4.27  0.00
H: 1.12 3.92 0.83  0.00
H: -3.33 -0.28 -4.12  0.00
H: -1.04 -2.71 3.29  0.00
H: -1.63 0.11 0.81  0.00
H: 3.25 -1.87 -1.17  0.00
H: 0.89 4.34 -2.12  0.00
H: 6.21 -0.33 2.56  0.00
H: -7.60 0.75 0.38  0.00
H: 5.33 4.65 0.81  0.00
H: 3.06 -4.09 1.41  0.00
H: 3.69 1.67 -1.77  0.00
H: 2.72 -5.61 2.23  0.00
H: -1.46 2.50 -2.73  0.00
H: 2.50 0.93 3.05  0.00
H: -2.69 -4.75 0.33  0.00
H: 1.48 4.16 -6.34  0.00
H: -6.38 -0.76 -2.60  0.00
H: 1.59 1.71 -6.21  0.00
H: -2.05 -1.84 5.32  0.00
H: 3.06 5.15 1.66  0.00
H: -3.43 -1.99 -3.77  0.00
H: 0.12 1.81 4.81  0.00
H: -2.59 -1.01 1.77  0.00
H: 3.55 -0.18 -1.30  0.01
H: 0.81 -6.66 1.87  0.00
H: -2.92 0.70 1.85  0.00

=====

Record 2
Molecular formula: C5H7N
Method: DFT, ωB97M-V/def2-TZVPD

Output
Highest occupied orbital energy (eV): -8.631
Total energy (Ha): -249.1987
Orbital gap (eV): 8.72
2S+1: 1
Relative energy (zero: lowest compared OMol25 entry of this formula, charge and spin) (eV): 7.470
Largest force on an atom (eV Å⁻¹): 5.5
LUMO energy (eV): 0.0900

Last column: natural (NBO) charge in e.
Positions of all 13 atoms, in Å:
N: 2.84 0.03 0.23  -0.46
C: 0.61 0.00 -0.13  -0.16
C: 2.11 0.15 -0.83  0.21
C: -0.62 0.89 -0.30  -0.63
C: 0.26 -1.52 -0.36  -0.59
C: 1.64 0.29 0.75  0.28
H: 0.38 -1.79 -1.38  0.23
H: -0.63 1.45 -1.18  0.24
H: -0.51 1.66 0.41  0.24
H: -0.77 -1.59 -0.03  0.22
H: -1.61 0.47 -0.11  0.23
H: 1.41 1.75 1.93  -0.04
H: 0.75 -2.29 0.26  0.23

=====

Record 3
Molecular formula: C3H10N3
Method: DFT, ωB97M-V/def2-TZVPD

Output
Highest occupied orbital energy (eV): -13.895
Total energy (Ha): -284.2305
Orbital gap (eV): 9.78
Charge: +1
2S+1: 1
Relative energy (zero: lowest compared OMol25 entry of this formula, charge and spin) (eV): 3.957
Largest force on an atom (eV Å⁻¹): 7.7
Structure (SMILES): CNNC(C)=[NH2+]
LUMO energy (eV): -4.1180

Last column: natural (NBO) charge in e.
Positions of all 16 atoms, in Å:
N: -0.97 -1.22 0.47  -0.67
N: 0.38 0.88 0.07  -0.40
N: 1.24 -0.05 0.53  -0.49
C: -1.08 0.00 0.10  0.59
C: 2.33 -0.23 -0.42  -0.42
C: -2.20 0.81 -0.29  -0.74
H: 2.95 -1.19 -0.19  0.22
H: 1.65 0.19 1.44  0.37
H: -2.41 1.41 0.66  0.29
H: -1.72 -1.89 0.35  0.44
H: 0.08 1.71 0.51  0.39
H: 2.04 -0.46 -1.40  0.22
H: -0.18 -1.55 0.99  0.45
H: -2.12 1.66 -0.94  0.30
H: -3.07 0.29 -0.57  0.26
H: 3.00 0.56 -0.39  0.20

=====

Record 4
Molecular formula: C4H12N2O
Method: DFT, ωB97M-V/def2-TZVPD

Output
Highest occupied orbital energy (eV): -8.187
Total energy (Ha): -344.0134
Orbital gap (eV): 3.88
2S+1: 1
Relative energy (zero: lowest compared OMol25 entry of this formula, charge and spin) (eV): 10.112
Largest force on an atom (eV Å⁻¹): 4.4
LUMO energy (eV): -4.3088

Last column: natural (NBO) charge in e.
Positions of all 19 atoms, in Å:
O: -0.37 -1.62 -1.88  -0.96
N: -0.35 -0.96 1.48  -0.63
N: 0.47 1.76 1.26  -0.25
C: 0.47 1.19 -1.15  -0.62
C: 0.90 -0.58 0.68  -0.31
C: -1.57 -0.90 0.71  -0.44
C: 1.09 0.86 0.28  -0.17
H: 0.77 -1.33 -0.21  0.31
H: -1.94 -1.98 0.66  0.20
H: 1.87 -0.83 1.26  0.20
H: 0.17 0.28 -1.85  0.36
H: -2.22 -0.23 1.22  0.18
H: 0.31 2.75 1.08  0.35
H: -0.38 -0.47 2.44  0.36
H: -0.34 -2.12 -2.64  0.43
H: 0.95 2.05 -1.71  0.22
H: -0.62 1.55 -1.14  0.23
H: -1.36 -0.58 -0.34  0.23
H: 2.16 1.14 -0.15  0.31

=====

Record 5
Molecular formula: C34H37As2FINOPPt
Method: DFT, ωB97M-V/def2-TZVPD

Output
Expectation value of S²: 6.0408
Highest occupied orbital energy (alpha / beta) (eV): -15.350 / -16.523
Total energy (Ha): -6776.5824
Orbital gap (alpha / beta) (eV): 6.37 / 4.53
Charge: +3
2S+1: 5
Relative energy (zero: lowest compared OMol25 entry of this formula, charge and spin) (eV): 0.000
Largest force on an atom (eV Å⁻¹): 1.0
LUMO energy (alpha / beta) (eV): -8.9765 / -11.9938

Last column: Löwdin spin population.
Positions of all 79 atoms, in Å:
Pt: 0.23 -0.55 0.36  1.37
I: -1.03 1.27 2.23  0.24
As: -0.66 -2.66 1.80  0.31
As: 2.23 -0.79 2.01  0.14
P: -0.62 1.10 -1.22  0.17
F: -1.12 -2.15 -0.51  0.21
O: 1.85 -1.50 -0.96  0.14
N: 0.75 -3.12 -2.05  0.00
C: 3.08 -2.71 -2.61  0.01
C: -1.96 2.38 -1.07  0.18
C: -2.73 3.64 2.47  0.05
C: -2.21 2.85 1.44  0.20
C: 0.79 -3.44 5.66  0.01
C: -2.51 -2.48 2.36  0.05
C: 2.02 4.21 -1.47  0.00
C: -3.27 3.81 -2.58  0.06
C: 3.12 3.61 -2.06  0.03
C: -3.40 4.15 -0.19  0.00
C: -3.92 4.93 0.86  0.17
C: 1.97 1.51 -2.10  0.03
C: 3.01 0.81 2.80  0.03
C: 1.96 -2.69 5.74  0.00
C: 3.10 2.26 -2.38  0.00
C: 3.80 -1.80 1.47  0.02
C: -3.79 4.48 -1.49  0.13
C: 1.58 -1.84 3.52  0.01
C: -2.25 -0.61 -2.56  0.01
C: -2.48 3.07 0.07  0.00
C: -0.45 0.27 -3.92  0.01
C: 0.02 -3.39 4.51  0.02
C: 0.84 2.12 -1.54  0.05
C: 0.88 3.47 -1.20  0.02
C: -0.96 -0.42 -5.01  0.00
C: -2.10 -1.20 -4.89  0.01
C: -2.37 2.78 -2.36  0.04
C: 2.35 -1.89 4.68  0.00
C: 0.41 -2.60 3.44  0.06
C: 1.84 -2.41 -1.82  0.01
C: -2.75 -1.29 -3.66  0.00
C: -1.10 0.17 -2.69  0.02
C: -0.52 -4.49 1.20  0.04
C: -3.58 4.69 2.18  0.09
H: -3.98 5.30 2.99  0.00
H: 2.57 -2.73 6.63  0.00
H: -3.55 4.07 -3.59  0.00
H: 4.36 -1.23 0.74  0.00
H: -3.64 -1.90 -3.56  0.00
H: -4.60 5.75 0.61  0.00
H: -1.95 2.29 -3.22  0.00
H: 4.41 -1.98 2.35  0.00
H: 4.01 4.20 -2.26  0.00
H: 3.37 -3.75 -2.49  0.00
H: -0.76 -5.14 2.04  0.01
H: 1.97 0.44 -2.30  0.00
H: 3.50 -2.75 1.03  0.00
H: 3.27 1.51 2.01  0.00
H: 2.30 1.29 3.48  0.00
H: 3.91 0.55 3.35  0.01
H: 2.90 -2.54 -3.67  0.00
H: 2.05 5.26 -1.20  0.00
H: 3.96 1.80 -2.85  0.00
H: -2.61 -1.62 3.03  0.00
H: 0.49 -4.06 6.49  0.00
H: 0.74 -3.88 -2.71  0.00
H: -2.75 -0.69 -1.61  0.00
H: -2.82 -3.39 2.87  0.01
H: -2.47 3.43 3.50  0.00
H: 3.89 -2.07 -2.28  0.00
H: -2.49 -1.72 -5.75  0.00
H: -0.89 -3.97 4.46  0.00
H: -3.13 -2.34 1.48  0.00
H: -0.12 -2.88 -1.56  0.00
H: -0.47 -0.33 -5.98  0.00
H: 3.26 -1.30 4.75  0.00
H: 0.49 -4.71 0.85  0.00
H: 0.02 3.96 -0.76  0.00
H: 0.42 0.90 -4.04  0.00
H: -4.50 5.29 -1.63  0.00
H: -1.23 -4.65 0.39  0.00

=====

Record 6
Molecular formula: C39H44CrN7PSSb
Method: DFT, ωB97M-V/def2-TZVPD

Output
Expectation value of S²: 0.7737
Highest occupied orbital energy (alpha / beta) (eV): -12.345 / -12.349
Total energy (Ha): -3919.5139
Orbital gap (alpha / beta) (eV): 6.30 / 6.66
Charge: +2
2S+1: 2
Relative energy (zero: lowest compared OMol25 entry of this formula, charge and spin) (eV): 0.000
Largest force on an atom (eV Å⁻¹): 0.7
LUMO energy (alpha / beta) (eV): -6.0436 / -5.6871

Last column: Löwdin spin population.
Positions of all 94 atoms, in Å:
Sb: -1.91 -2.11 1.45  -0.02
Cr: -0.17 -0.39 0.45  1.09
S: 2.14 0.23 -2.20  0.00
P: 1.92 -0.45 1.74  -0.01
N: 1.40 -3.08 -0.17  0.01
N: -2.81 4.52 -3.93  0.00
N: 0.14 -2.64 -1.78  0.00
N: -1.41 0.65 -0.79  -0.01
N: 1.63 -4.07 -1.07  0.00
N: -0.78 -1.98 -2.59  0.00
N: -4.40 2.95 -4.11  0.00
C: -0.61 0.75 2.11  -0.04
C: -5.83 4.20 -5.76  0.00
C: 2.41 0.46 4.37  0.00
C: -2.60 2.41 -2.59  0.00
C: 1.96 1.06 5.53  0.00
C: 4.70 -3.91 2.95  0.00
C: 3.92 0.52 -1.75  0.00
C: -0.77 1.74 -1.22  0.00
C: 3.22 1.87 0.71  0.00
C: 5.19 -2.88 2.17  0.00
C: 0.49 -2.18 -0.56  -0.01
C: 3.01 -1.83 2.20  0.00
C: 0.25 0.84 3.34  0.00
C: -3.81 6.21 -5.52  0.00
C: 1.55 0.37 3.28  0.00
C: 3.39 -3.88 3.39  0.00
C: 0.73 -4.55 -3.33  0.00
C: -1.31 2.64 -2.12  0.00
C: 3.99 2.51 -0.36  0.00
C: -2.45 -1.86 3.48  0.00
C: 2.95 2.74 1.90  0.00
C: -2.65 0.43 -1.26  0.00
C: -0.19 1.44 4.52  0.00
C: -3.28 3.29 -3.54  0.00
C: -4.72 4.02 -4.92  0.00
C: 3.15 -0.16 -0.69  0.00
C: -4.91 6.37 -6.33  0.00
C: 4.33 1.90 -1.50  0.00
C: -3.27 1.27 -2.14  0.00
C: -3.74 5.01 -4.82  0.00
C: 2.53 -2.84 3.05  0.00
C: 0.66 1.54 5.60  0.00
C: 4.35 -1.85 1.80  0.00
C: -1.31 -4.15 1.36  -0.01
C: -5.91 5.38 -6.46  0.00
C: 1.16 -2.80 3.66  0.00
C: 2.87 0.57 0.57  0.00
C: 0.85 -3.78 -2.07  0.00
C: -3.81 -2.34 0.55  -0.01
H: -3.34 -1.22 3.54  0.00
H: 3.02 -4.66 4.04  0.00
H: -1.65 -1.39 4.04  0.00
H: 3.61 2.48 2.73  0.00
H: 4.76 -1.03 1.21  0.00
H: 4.57 -0.09 -2.37  0.00
H: 2.62 1.14 6.39  0.00
H: 3.30 -1.23 -0.61  0.00
H: -0.60 1.73 1.59  0.00
H: 1.91 -3.09 0.71  0.00
H: -1.38 -2.67 -3.04  0.00
H: 5.34 -4.73 3.24  0.00
H: -3.14 -0.47 -0.90  0.00
H: 0.45 -2.21 3.08  0.00
H: -1.51 -4.53 0.36  0.00
H: 3.14 3.78 1.65  0.00
H: -2.02 5.01 -3.57  0.00
H: 0.31 2.00 6.52  0.00
H: 4.96 2.39 -2.23  0.00
H: -0.27 -1.47 -3.31  0.00
H: 0.24 1.91 -0.84  0.00
H: -1.66 0.60 2.39  0.01
H: -3.06 6.98 -5.43  0.00
H: -1.20 1.82 4.59  0.00
H: -0.25 -4.27 1.57  0.00
H: -4.42 -1.45 0.68  0.00
H: -1.89 -4.72 2.07  0.00
H: -6.59 3.44 -5.85  0.00
H: -0.72 3.49 -2.43  0.00
H: -0.27 -4.97 -3.45  0.00
H: 1.93 2.65 2.27  0.00
H: -4.32 -3.19 1.01  0.00
H: 3.42 0.06 4.31  0.00
H: -2.68 -2.83 3.91  0.00
H: 6.22 -2.88 1.85  0.00
H: 1.21 -2.35 4.65  0.00
H: 4.31 3.53 -0.19  0.00
H: -4.27 1.07 -2.50  0.00
H: 0.94 -3.91 -4.19  0.00
H: 1.45 -5.36 -3.31  0.00
H: -6.74 5.56 -7.11  0.00
H: -5.02 7.29 -6.90  0.00
H: 0.76 -3.81 3.78  0.00
H: -3.70 -2.54 -0.52  0.00

=====

Q: What is the formula in the sixth record?
A: C39H44CrN7PSSb

=====

Q: 2S+1 of number 6 (C39H44CrN7PSSb)?
A: 2

=====

Q: Number 2 is which compound?
A: C5H7N

=====

Q: relative energy (zero: lowest compared OMol25 entry of this formula, charge and spin) of number 6 (C39H44CrN7PSSb)?
A: 0.000 eV